Computed, not measured: C16H14BF5N6PtS as an isolated structure, with ωB97M-V/def2-TZVPD.

As for the highest occupied orbital energy (alpha / beta): -15.61 / -15.57 eV. For the orbital gap (alpha / beta), the calculation gives 6.043 / 4.580 eV.

Structure (ORCA input):
```
! wB97M-V def2-TZVPD RIJCOSX def2/J DEFGRID3
* xyz 2 3
C 0.01563 3.19891 -0.60987
N 0.10863 1.98195 -1.18749
N 0.29565 2.11359 -2.53324
C 0.20473 3.42525 -2.82616
C 0.03514 4.13950 -1.63846
B 0.53680 0.82909 -3.37431
N 1.53108 -0.06261 -2.57033
N 1.33028 -0.33112 -1.24688
C 2.31940 -1.13466 -0.79818
C 3.09321 -1.47603 -1.89592
C 2.55737 -0.82675 -2.98884
Pt -0.37736 0.24077 -0.23423
N -0.78195 0.01098 -3.22708
N -1.20515 -0.41663 -1.99477
C -2.29348 -1.20272 -2.14077
C -2.58339 -1.25348 -3.50912
C -1.60671 -0.49828 -4.15855
H -2.73613 -1.65565 -1.27218
H -1.42724 -0.27130 -5.19832
H -3.40262 -1.76514 -3.95911
H 0.87074 1.01510 -4.50662
H 2.80465 -0.83773 -4.03935
H 0.25592 3.73044 -3.85276
H 3.95621 -2.13060 -1.89958
H -0.06991 5.20733 -1.52170
H 2.39316 -1.41691 0.24289
H -0.06124 3.27342 0.46603
H -0.14183 -2.29741 0.73358
C 0.25037 -2.95022 1.53297
H 0.66245 -3.85875 1.10131
H 1.04857 -2.42277 2.07932
H -0.57570 -3.17125 2.23161
F 0.22151 -0.51837 7.16174
C -0.15592 -0.23539 5.89945
C 0.25924 0.95576 5.29806
F 0.99798 1.83869 6.00889
C -0.08592 1.21387 3.97203
F 0.26190 2.40067 3.41869
C -0.83293 0.29167 3.21858
S -1.50430 0.57193 1.54629
C -1.37936 -0.79445 3.91682
F -2.32747 -1.56429 3.31932
C -1.00808 -1.10775 5.21928
F -1.45394 -2.23866 5.81695
*
```

Atom-resolved charges from Löwdin, all expressed in e: -0.07 -0.12 0.02 0.02 0.01 -0.43 -0.01 -0.15 -0.08 -0.02 -0.01 1.15 -0.01 -0.14 -0.07 0.00 0.00 0.12 0.15 0.11 0.14 0.15 0.15 0.12 0.13 0.11 0.11 -0.04 -0.03 0.04 0.03 0.03 0.20 -0.03 -0.07 0.17 -0.16 0.12 -0.36 0.73 -0.20 0.10 -0.08 0.16



Computed, not measured: C2H3LiOTm as an isolated structure, with ωB97M-V/def2-TZVPD.

The relative energy (zero: lowest compared OMol25 entry of this formula, charge and spin) is 124.0 kJ/mol. As for the highest occupied orbital energy (alpha / beta): -16.68 / -17.28 eV. For the orbital gap (alpha / beta), the calculation gives 7.244 / 6.483 eV.

Structure (ORCA input):
```
! wB97M-V def2-TZVPD RIJCOSX def2/J DEFGRID3
* xyz 2 4
O 1.53620 0.37196 0.02741
C 0.75907 0.37073 -1.02527
Li 0.51454 0.90802 1.74727
Tm 0.85525 -1.94966 0.04230
H 1.13457 0.98745 -1.86646
C -1.09972 -0.29148 0.29934
H -1.98035 -0.59589 -0.29418
H -1.71956 0.19888 1.06960
*
```

Atom-resolved charges from Löwdin, all expressed in e: -0.37 -0.08 0.83 1.64 0.12 -0.13 -0.01 -0.02



Computed, not measured: a 8-piece molecular cluster, C34H68FIO24S overall, with ωB97M-V/def2-TZVPD.

As for the highest occupied orbital energy: -9.44 eV. For the orbital gap, the calculation gives 9.943 eV.

Structure (ORCA input):
```
! wB97M-V def2-TZVPD RIJCOSX def2/J DEFGRID3
* xyz 0 1
C 1.53558 -0.52155 1.49841
C 2.37629 -0.13659 0.30564
F 1.63090 -0.29377 -0.87947
C 3.60639 -1.01215 0.11897
O 4.35800 -0.91486 1.33789
S 5.62488 -1.88424 1.51166
O 6.16368 -1.55958 2.80974
O 4.68542 -3.20799 1.65543
C 5.37943 -4.45628 1.73573
C 4.60366 -5.52049 0.99839
C 4.63228 -5.35759 -0.51108
I 2.59713 -5.61912 1.73931
H 1.42129 -1.60596 1.56804
H 2.00161 -0.15889 2.41486
H 0.55595 -0.05369 1.39508
H 2.65685 0.92038 0.34398
H 4.20625 -0.66266 -0.72564
H 3.28537 -2.04453 -0.05019
H 5.55043 -4.71396 2.78116
H 6.35753 -4.36297 1.23451
H 5.01800 -6.48316 1.30593
H 5.59255 -5.70715 -0.90409
H 3.84509 -5.92476 -1.00350
H 4.51551 -4.30464 -0.77983
C 0.24617 1.16563 -4.39919
C 0.31275 1.71952 -2.99596
O -0.46162 2.93720 -2.89287
C -1.77878 2.77737 -2.78358
O -2.36783 1.73209 -2.69048
O -2.34360 3.98838 -2.79418
C -3.76545 3.98157 -2.61663
H 0.53916 1.93742 -5.11183
H 0.92751 0.32170 -4.51002
H -0.76287 0.82819 -4.63315
H 1.31926 2.04209 -2.73666
H -0.02784 1.00226 -2.25333
H -4.03245 3.46843 -1.69412
H -4.24999 3.48729 -3.45836
H -4.05724 5.02747 -2.56737
C 1.20497 -12.73490 3.39964
C -0.18999 -12.15448 3.38018
O -0.34739 -11.11226 4.36754
C 0.15517 -9.92676 4.03292
O 0.70852 -9.65399 2.99618
O -0.03435 -9.08704 5.05061
C 0.46138 -7.75878 4.83686
H 1.45527 -13.09870 4.39640
H 1.25773 -13.57482 2.70565
H 1.93651 -11.99061 3.08992
H -0.93558 -12.89312 3.66639
H -0.44019 -11.74874 2.40094
H 0.03784 -7.33400 3.92844
H 1.54659 -7.75720 4.75702
H 0.14614 -7.19537 5.70936
C -8.31854 8.50897 0.16087
C -6.88904 8.85019 -0.19204
O -6.29979 7.85484 -1.05924
C -6.64486 7.93032 -2.34190
O -7.35731 8.75956 -2.84448
O -6.06411 6.91340 -2.98782
C -6.32660 6.88032 -4.39765
H -8.37698 7.52412 0.62534
H -8.69600 9.24083 0.87617
H -8.95336 8.53331 -0.72332
H -6.24610 8.83734 0.68556
H -6.81552 9.82114 -0.68008
H -6.03889 7.82235 -4.85948
H -7.38397 6.69961 -4.58290
H -5.72425 6.06282 -4.78186
C -0.47906 5.71368 0.51548
C 0.72245 5.40744 -0.34772
O 1.96325 5.63802 0.35918
C 2.32783 4.67192 1.19698
O 1.72355 3.64885 1.40517
O 3.48443 5.01342 1.76334
C 4.00453 4.04572 2.68346
H -0.43236 6.73767 0.88696
H -1.38592 5.60493 -0.08127
H -0.53731 5.02540 1.35720
H 0.78477 6.07931 -1.20104
H 0.70658 4.37751 -0.70190
H 4.11399 3.07688 2.19952
H 3.34242 3.94203 3.54141
H 4.97037 4.43401 2.98988
C -1.13413 4.23805 -6.28804
C 0.08987 5.11274 -6.16114
O 0.90299 5.06650 -7.35376
C 0.47583 5.82252 -8.36215
O -0.48260 6.55345 -8.35035
O 1.29394 5.64039 -9.39999
C 0.96084 6.41296 -10.55862
H -0.84904 3.21377 -6.52822
H -1.66243 4.23113 -5.33289
H -1.80840 4.61060 -7.05814
H 0.75397 4.75402 -5.37695
H -0.17737 6.14873 -5.95817
H 0.91443 7.47157 -10.31078
H -0.00094 6.09939 -10.96135
H 1.75610 6.21652 -11.27063
C -5.78733 1.86825 4.20771
C -4.82388 2.97181 3.83662
O -4.77071 3.16774 2.40819
C -5.77077 3.87936 1.89315
O -6.67182 4.39220 2.50861
O -5.60973 3.93212 0.57150
C -6.62190 4.66392 -0.12762
H -5.52140 0.94232 3.69763
H -5.73975 1.69285 5.28338
H -6.80877 2.14307 3.94896
H -3.79981 2.71610 4.10082
H -5.09473 3.91491 4.30935
H -6.72717 5.66354 0.28236
H -7.57596 4.14076 -0.07363
H -6.27633 4.72541 -1.15524
C 4.00421 -9.04130 5.62286
C 4.09823 -9.46232 4.17321
O 5.21653 -8.84048 3.50397
C 6.41019 -9.36175 3.76841
O 6.63754 -10.31108 4.47388
O 7.33216 -8.64743 3.11532
C 8.67645 -9.10461 3.30639
H 3.95184 -7.95410 5.70100
H 3.09679 -9.46130 6.06200
H 4.85900 -9.40078 6.19321
H 3.23846 -9.12414 3.60058
H 4.18638 -10.54416 4.07771
H 8.76408 -10.15442 3.03387
H 8.97615 -8.98046 4.34563
H 9.28495 -8.48393 2.65628
*
```

Results of the Löwdin charge analysis, in e, for atoms 1 through 99: -0.01 -0.35 -0.03 -0.18 -0.33 0.91 -0.37 -0.41 -0.33 -0.76 -0.15 0.87 0.09 0.09 0.09 0.14 0.13 0.12 0.12 0.12 0.07 0.09 0.06 0.07 -0.05 -0.20 0.01 -0.62 0.13 -0.02 -0.03 0.07 0.08 0.08 0.12 0.11 0.09 0.10 0.09 -0.06 -0.20 0.04 -0.61 0.11 0.00 -0.03 0.08 0.08 0.07 0.12 0.12 0.09 0.07 0.10 -0.06 -0.20 0.02 -0.61 0.13 -0.02 -0.03 0.07 0.08 0.08 0.12 0.12 0.10 0.10 0.09 -0.05 -0.20 0.04 -0.61 0.11 0.01 -0.03 0.08 0.08 0.08 0.13 0.11 0.09 0.10 0.09 -0.05 -0.20 0.04 -0.61 0.12 0.00 -0.04 0.07 0.07 0.08 0.12 0.12 0.10 0.10 0.09



Computed, not measured: a 2-piece molecular cluster, C4H12NO overall, with ωB97M-V/def2-TZVPD.

The relative energy (zero: lowest compared OMol25 entry of this formula, charge and spin) is 157.9 kJ/mol. As for the highest occupied orbital energy: -15.35 eV. For the orbital gap, the calculation gives 10.662 eV.

Structure (ORCA input):
```
! wB97M-V def2-TZVPD RIJCOSX def2/J DEFGRID3
* xyz 1 1
C -0.81968 0.85859 0.92908
O -1.13720 1.29016 -0.48381
C 0.22293 -0.35121 0.88079
C 0.57080 -0.76207 2.34179
H -0.36906 1.70810 1.45981
H -1.78845 0.57627 1.34574
H -1.44782 2.19222 -0.36320
H -0.31670 -1.17267 0.33722
H 1.14372 -0.02634 0.36761
H -0.34844 -0.68434 2.91994
H 0.94564 -1.78281 2.41787
H 1.29430 -0.11205 2.84639
C 0.75783 -0.75855 -2.46331
N -0.10298 0.17269 -2.57434
H 0.98746 -1.11180 -1.42493
H 1.25359 -1.18287 -3.32353
H -0.24935 0.51569 -3.50766
H -0.59660 0.63101 -1.70547
*
```

Atom-resolved charges from Löwdin, all expressed in e: -0.14 -0.12 -0.23 -0.09 0.13 0.12 0.11 0.11 0.10 0.07 0.08 0.08 0.13 0.19 0.10 0.12 0.14 0.09



Computed, not measured: C2H4NO4 as an isolated structure, with ωB97M-V/def2-TZVPD.

The relative energy (zero: lowest compared OMol25 entry of this formula, charge and spin) is 95.1 kJ/mol. As for the highest occupied orbital energy (alpha / beta): -11.00 / -10.92 eV. For the orbital gap (alpha / beta), the calculation gives 11.520 / 6.754 eV.

Structure (ORCA input):
```
! wB97M-V def2-TZVPD RIJCOSX def2/J DEFGRID3
* xyz 0 2
N -0.11170 0.25493 1.07217
C -1.43800 0.50780 0.74111
O -1.70637 0.34352 -0.51266
O -2.27129 0.74768 1.59959
H 0.13668 0.44569 2.03942
H 0.53221 -0.34995 0.44885
H -0.82940 0.14691 -1.00055
O 1.51787 -0.82361 0.11218
C 1.44292 -0.55127 -1.09785
O 0.46631 0.08082 -1.59410
H 2.26077 -0.80253 -1.80817
*
```

Atom-resolved charges from Löwdin, all expressed in e: 0.38 -0.59 0.15 0.18 0.16 -0.10 0.04 0.05 -0.38 -0.02 0.15



Computed, not measured: a 10-piece molecular cluster, H20O10 overall, with ωB97M-V/def2-TZVPD.

The relative energy (zero: lowest compared OMol25 entry of this formula, charge and spin) is 389.6 kJ/mol. The SMILES is O.O.O.O.O.O.O.O.O.O. As for the highest occupied orbital energy: -11.25 eV. For the orbital gap, the calculation gives 11.302 eV.

Structure (ORCA input):
```
! wB97M-V def2-TZVPD RIJCOSX def2/J DEFGRID3
* xyz 0 1
O 1.44275 -2.69815 1.49098
H 1.92301 -3.44002 1.83002
H 0.98540 -2.86695 0.69308
O -3.29844 0.25714 0.03242
H -2.57315 -0.11705 0.49577
H -2.90981 0.84298 -0.61520
O 1.17345 3.61906 -1.14467
H 2.01627 3.17602 -1.40780
H 1.28752 3.64257 -0.18794
O -1.19069 -2.31955 2.12994
H -2.00819 -1.82549 2.12690
H -1.14255 -3.13159 2.60394
O 1.12644 2.32073 2.93062
H 1.55407 3.08145 2.43964
H 0.15016 2.52918 2.99671
O 2.90567 0.98914 -1.61305
H 2.01900 1.00706 -1.24942
H 3.09309 0.06357 -1.69220
O -1.34932 -3.58607 -0.70129
H -2.21436 -3.27515 -0.49503
H -0.70733 -2.89955 -0.62410
O -2.47099 2.72230 -1.05743
H -3.36040 2.54854 -1.51284
H -1.93805 2.89329 -1.85234
O 0.31643 -0.73872 -2.41103
H 0.24229 -1.56109 -2.88024
H 0.27749 -0.84382 -1.46429
O 1.33147 0.01726 0.12556
H 1.09539 -0.70707 0.73412
H 2.22340 0.29995 0.27918
*
```

Atom-resolved charges from Löwdin, all expressed in e: -0.02 0.05 0.00 -0.04 -0.01 -0.01 -0.06 0.04 0.02 -0.04 0.04 0.03 -0.11 0.05 0.06 -0.06 -0.02 0.03 -0.02 0.03 -0.02 -0.08 0.09 0.05 -0.04 0.03 -0.01 -0.06 0.04 0.04



Computed, not measured: C11H21ClCoF5O2P2 as an isolated structure, with ωB97M-V/def2-TZVPD.

The relative energy (zero: lowest compared OMol25 entry of this formula, charge and spin) is 17.3 kJ/mol. As for the highest occupied orbital energy (alpha / beta): -16.20 / -16.20 eV. For the orbital gap (alpha / beta), the calculation gives 8.459 / 4.678 eV.

Structure (ORCA input):
```
! wB97M-V def2-TZVPD RIJCOSX def2/J DEFGRID3
* xyz 2 5
C 0.43156 -0.24994 -5.91342
C 0.31434 0.15016 -4.47829
H 1.48569 -0.28958 -6.18932
H -0.06692 0.48827 -6.54764
H -0.01102 -1.23724 -6.06389
O 1.22317 0.46921 -3.74949
Cl -1.39645 0.07751 -3.92296
Co 0.19805 -0.05620 1.03722
P -0.12533 1.88021 0.30016
C 1.12360 3.06870 0.94377
C -0.08160 2.39878 -1.45999
H -0.24048 3.48951 -1.52800
H -1.65878 3.76006 0.46202
H -0.88345 1.88022 -2.00446
H -2.51796 2.19844 0.25306
H 2.09364 2.85334 0.47805
H 0.87634 2.12534 -1.92515
C -1.69323 2.70515 0.76978
H 0.81606 4.09291 0.70351
H -1.82597 2.64935 1.85470
H 1.19570 2.96512 2.03176
P 0.00242 -2.05770 0.55716
C 1.33415 -2.99649 1.41016
C -1.45470 -2.98892 1.13701
H -0.63920 -2.45495 -1.76169
H 0.05494 -3.91411 -1.00223
H 1.13026 -2.59834 -1.55298
C 0.15568 -2.82130 -1.09963
H -2.34574 -2.60605 0.62849
H -1.31803 -4.05427 0.90635
H 1.14927 -4.07197 1.32361
H 1.34662 -2.72320 2.47123
H -1.57153 -2.86638 2.21770
H 2.30836 -2.74922 0.96984
C 1.92090 -0.07319 1.18272
O 3.09018 -0.07246 1.14939
F -0.54026 -1.28355 3.65284
C -0.75912 -0.08269 2.96936
F -2.14251 0.01482 2.77127
C -0.34992 0.99249 3.99712
F -1.05409 0.89031 5.15046
F 0.96286 0.82504 4.30446
F -0.53749 2.27281 3.56590
*
```

Atom-resolved charges from Löwdin, all expressed in e: -0.06 -0.79 0.10 0.10 0.09 0.02 0.64 0.32 0.81 -0.19 -0.21 0.09 0.09 0.01 0.07 0.07 0.05 -0.19 0.09 0.04 0.05 0.78 -0.20 -0.20 0.05 0.08 0.07 -0.20 0.07 0.08 0.09 0.06 0.05 0.06 -0.14 0.25 0.08 -0.24 0.10 -0.52 0.20 0.16 0.13



Computed, not measured: a 2-piece molecular cluster, C2H5NO4 overall, with ωB97M-V/def2-TZVPD.

The relative energy (zero: lowest compared OMol25 entry of this formula, charge and spin) is 529.5 kJ/mol. The SMILES is O/C=N/O.O=CO. As for the highest occupied orbital energy: -9.50 eV. For the orbital gap, the calculation gives 9.022 eV.

Structure (ORCA input):
```
! wB97M-V def2-TZVPD RIJCOSX def2/J DEFGRID3
* xyz 0 1
O 0.92750 1.77966 0.57443
C 0.83735 0.53929 0.04660
N 0.91784 -0.49840 0.91194
O 1.30503 -1.62205 0.24836
H 0.30847 2.36201 0.08922
H 1.25189 0.44769 -0.96486
H 1.58317 -2.22975 0.95967
O -1.89326 1.37177 -0.33171
C -1.29785 0.28586 -0.21920
O -1.18020 -0.64479 -1.23486
H -1.36620 -0.27487 0.77090
H -1.39373 -1.51641 -0.85049
*
```

Atom-resolved charges from Löwdin, all expressed in e: 0.04 -0.30 0.02 -0.05 0.12 0.16 0.12 0.04 -0.44 0.03 0.15 0.12